(1)
Formula: C26H31GeN4O2Rh
Source: OMol25
Level of theory: ωB97M-V/def2-TZVPD

Output
- Multiplicity: 5
- Charge: +2
- Lowest unoccupied orbital energy (alpha / beta): -6.2 / -9.3 eV
- Calculated total energy: -97027.433 eV

Each line ends with the Mulliken charge.
Atoms and positions in Å:
Rh 0.038 0.094 0.094  -0.212
O -1.520 3.553 -1.151  -0.496
C -1.292 2.387 -1.224  -0.423
N -1.658 1.406 -0.250  0.159
C -2.860 0.799 -0.246  0.428
C -4.060 1.426 -0.571  -0.447
C -5.287 0.735 -0.418  -0.691
C -5.307 -0.546 0.073  -0.692
C -4.100 -1.217 0.397  -0.391
C -2.880 -0.571 0.228  0.314
N -1.669 -1.136 0.409  0.203
C -1.430 -2.113 1.431  -0.012
O -1.849 -3.228 1.429  -0.489
C -0.577 -1.482 2.492  0.820
C -0.557 -2.002 3.766  -0.864
C 0.108 -1.288 4.759  -0.325
C 0.700 -0.084 4.433  -0.988
C 0.658 0.360 3.118  -0.264
N 0.049 -0.330 2.155  0.210
C -0.555 1.673 -2.321  1.093
C -0.573 2.159 -3.607  -0.694
C -0.036 1.366 -4.618  -0.554
C 0.472 0.122 -4.291  -0.817
C 0.480 -0.280 -2.962  -0.756
N 0.000 0.484 -1.983  0.682
H -4.052 2.465 -0.878  0.532
H -6.208 1.239 -0.674  0.457
H -6.245 -1.067 0.207  0.456
H -4.117 -2.253 0.712  0.556
H -1.065 -2.934 3.967  0.561
H 0.143 -1.666 5.772  0.460
H 1.204 0.515 5.178  0.457
H 1.125 1.288 2.821  0.664
H -1.015 3.126 -3.806  0.563
H -0.037 1.712 -5.643  0.501
H 0.870 -0.537 -5.048  0.488
H 0.892 -1.236 -2.670  0.696
C 7.167 0.144 -1.665  -1.520
C 5.674 0.441 -1.594  0.192
C 4.862 -0.832 -1.385  -1.221
C 3.331 -0.660 -1.516  -0.470
Ge 2.598 0.087 0.114  0.343
C 2.972 1.910 0.674  -0.755
C 2.287 3.053 -0.079  -0.391
C 2.613 3.067 -1.569  0.565
C 2.014 4.262 -2.296  -1.557
H 7.750 1.060 -1.742  0.404
H 7.401 -0.477 -2.531  0.359
H 7.502 -0.389 -0.774  0.350
H 5.343 0.921 -2.520  0.290
H 5.490 1.165 -0.795  0.067
H 5.113 -1.287 -0.420  0.388
H 5.169 -1.565 -2.136  0.456
H 2.879 -1.647 -1.639  0.403
H 3.080 -0.063 -2.392  0.431
H 2.838 -0.930 1.248  -0.006
H 4.058 1.965 0.527  0.478
H 2.822 1.973 1.751  0.459
H 2.596 4.000 0.370  0.640
H 1.198 3.010 0.058  -0.110
H 2.272 2.133 -2.036  -0.391
H 3.701 3.071 -1.688  0.391
H 0.928 4.295 -2.190  0.194
H 2.249 4.239 -3.360  0.390
H 2.408 5.196 -1.895  0.435

(2)
Formula: C26H31IN4O4PtSSe
Source: OMol25
Level of theory: ωB97M-V/def2-TZVPD

Output
- Lowest unoccupied orbital energy (alpha / beta): -2.9 / -2.9 eV
- Calculated total energy: -129139.303 eV

Each line ends with the Mulliken charge.
Atoms and positions in Å:
Pt 0.726 -1.433 0.551  1.623
C -0.155 -0.723 3.670  -1.199
N 0.997 -1.350 3.042  0.713
C 1.159 -2.721 3.503  -1.197
C 2.214 -0.571 3.271  -1.316
C 3.254 -0.847 2.215  1.143
C 4.610 -0.866 2.512  -0.764
C 5.546 -1.052 1.510  -0.565
C 5.127 -1.215 0.201  -0.723
C 3.772 -1.223 -0.095  -0.688
C 2.821 -1.038 0.901  0.225
H 0.066 -0.451 4.712  0.454
H -0.993 -1.419 3.652  0.386
H -0.437 0.174 3.116  0.140
H 1.206 -2.762 4.602  0.360
H 2.080 -3.141 3.098  0.366
H 0.314 -3.321 3.164  0.260
H 2.614 -0.760 4.277  0.371
H 1.950 0.491 3.210  0.381
H 4.938 -0.735 3.535  0.411
H 6.597 -1.082 1.756  0.387
H 5.857 -1.348 -0.586  0.422
H 3.463 -1.369 -1.123  0.437
Se 1.157 1.613 0.667  0.014
C 0.882 3.503 0.690  0.405
C 1.096 4.253 -0.466  -0.431
C 0.949 5.627 -0.406  -0.372
N 0.608 6.276 0.696  -0.580
C 0.401 5.565 1.792  -0.378
C 0.522 4.188 1.849  -0.344
H 1.379 3.763 -1.386  0.426
H 1.110 6.240 -1.283  0.352
H 0.127 6.134 2.671  0.354
H 0.343 3.655 2.770  0.365
N 1.114 -0.412 -1.469  -0.317
C 0.765 -0.662 -2.544  -0.136
N 0.429 -0.963 -3.764  0.010
C 1.151 -2.055 -4.403  -0.575
C 2.418 -1.477 -5.041  -0.435
O 2.087 -0.468 -5.975  -0.414
C 1.378 0.595 -5.380  -0.432
C 0.096 0.105 -4.689  -0.617
H 0.503 -2.464 -5.183  0.328
H 1.385 -2.827 -3.669  0.355
H 2.966 -2.240 -5.595  0.388
H 3.066 -1.060 -4.253  0.274
H 1.137 1.283 -6.191  0.364
H 2.017 1.112 -4.646  0.278
H -0.597 -0.307 -5.429  0.336
H -0.387 0.922 -4.149  0.391
C -7.751 0.018 0.775  -1.486
C -6.268 -0.132 0.651  0.950
C -5.441 0.114 1.743  -0.818
C -4.076 -0.103 1.658  -0.645
C -3.535 -0.557 0.472  -0.624
C -4.336 -0.787 -0.629  -0.185
C -5.698 -0.570 -0.541  -0.742
S -1.786 -0.927 0.369  1.864
O -1.499 -1.345 -0.987  -0.654
O -1.518 -1.960 1.367  -0.677
O -1.086 0.331 0.740  -0.468
H -8.012 0.673 1.604  0.365
H -8.197 -0.957 0.964  0.294
H -8.184 0.411 -0.141  0.376
H -5.881 0.462 2.666  0.337
H -3.429 0.068 2.504  0.377
H -3.876 -1.149 -1.534  0.477
H -6.330 -0.759 -1.397  0.367
I 1.072 -3.964 -0.198  -0.340